Record 1
63
Properties=species:S:1:pos:R:3 method="wB97M-V/def2-TZVPD" gap_ev="5.547 / 5.545" largest_force_ev_per_a=1.94 multiplicity=1 homo_ev="-4.47 / -4.47" de_lowest_kcal_mol=66.5 total_charge=-1 lumo_energy_ha="0.040 / 0.040"
W -0.5483 1.0369 1.5747
Se -0.1920 3.3429 2.7699
Sb -2.4852 2.4843 2.8579
Se -0.7118 -0.2691 3.5586
Se -1.7497 2.1548 -0.1635
Se -4.0890 4.0250 3.7190
N 1.4967 1.1783 1.7557
C 2.3176 1.0173 2.5819
N 3.2031 0.9494 3.4819
C 4.0749 -0.0717 3.4923
N 4.8869 -0.8975 3.5249
C -0.5138 1.0232 -3.1991
C -0.2745 -0.2827 -2.4152
C 0.3834 -1.2789 -3.3909
C -1.6731 -0.8545 -2.1921
Si 0.7990 -0.0656 -0.7228
C 2.3041 1.1670 -1.2051
C 3.5896 1.1190 -0.3608
C 2.8164 0.8964 -2.6329
C 1.8076 2.6178 -1.1596
C 1.5027 -1.8457 -0.2036
C 2.1054 -1.8778 1.2048
C 2.6292 -2.3388 -1.1300
C 0.3936 -2.9027 -0.1952
H -1.1165 0.7781 -4.0848
H 0.3930 1.5082 -3.5520
H -1.0772 1.7546 -2.6200
H -0.1980 -1.2754 -4.3235
H 0.3548 -2.2979 -3.0068
H 1.4077 -1.0381 -3.6462
H -2.1536 -0.9915 -3.1739
H -2.2904 -0.1850 -1.6037
H -1.6581 -1.8192 -1.6926
H 3.9973 0.1141 -0.2612
H 3.4756 1.5479 0.6251
H 4.3500 1.7258 -0.8717
H 3.2679 -0.0930 -2.7191
H 3.5993 1.6317 -2.8629
H 2.0622 0.9957 -3.4015
H 1.5625 2.9120 -0.1426
H 0.9190 2.7796 -1.7702
H 2.5963 3.2940 -1.5203
H 2.9805 -1.2394 1.2936
H 2.4431 -2.8996 1.4241
H 1.3805 -1.6072 1.9687
H 3.5112 -1.7069 -1.0666
H 2.3353 -2.4174 -2.1722
H 2.9331 -3.3403 -0.7966
H -0.3730 -2.6725 0.5437
H 0.8301 -3.8697 0.0882
H -0.0867 -3.0324 -1.1661
S -2.5358 -1.2888 0.9978
C -3.8389 -0.5478 1.7732
N -4.2361 -0.8180 3.0288
C -5.2850 0.1070 3.4755
C -5.6657 0.8441 2.1749
N -4.6593 0.3555 1.2308
H -3.5458 -1.2052 3.6537
H -4.9166 0.8038 4.2270
H -6.1343 -0.4348 3.8917
H -5.6154 1.9226 2.3059
H -6.6703 0.5781 1.8410
H -4.4154 0.8009 0.3601

---

Record 2
65
Properties=species:S:1:pos:R:3 method="wB97M-V/def2-TZVPD" gap_ev="6.681 / 6.847" largest_force_ev_per_a=2.14 multiplicity=2 homo_ev="-17.50 / -17.26" de_lowest_kcal_mol=27.6 total_charge=+3 lumo_energy_ha="-0.398 / -0.383" s_squared=0.757
Re -0.3449 0.4191 0.4410
C 1.9698 2.1942 -3.1513
N 2.7771 1.2736 -2.3479
C 4.0897 0.9719 -2.9211
C 2.3543 0.8135 -1.1997
O 1.2976 1.2783 -0.6405
C 3.1570 -0.2595 -0.4878
O 2.3541 -0.8411 0.5076
C 1.9777 -2.1830 0.3136
C 0.7141 -2.2909 -0.5304
O 0.0105 -1.2532 -0.7942
N 0.3909 -3.4595 -1.0221
C 1.1753 -4.6691 -0.7529
C -0.7630 -3.6257 -1.9107
H 2.0092 1.8666 -4.1885
H 2.3666 3.2083 -3.0923
H 0.9388 2.1777 -2.8182
H 3.9664 0.5622 -3.9229
H 4.6592 0.2720 -2.3196
H 4.6566 1.8994 -3.0034
H 4.0154 0.2085 0.0031
H 3.5239 -1.0015 -1.1984
H 1.7850 -2.5991 1.3035
H 2.7822 -2.7557 -0.1525
H 1.5431 -4.6855 0.2702
H 2.0170 -4.7576 -1.4417
H 0.5311 -5.5320 -0.8953
H -1.1653 -2.6591 -2.1901
H -1.5331 -4.2118 -1.4094
H -0.4452 -4.1584 -2.8054
N -0.4036 1.9426 2.0813
C 0.0725 1.3965 3.3835
C 0.3594 -0.1188 3.2868
O 0.6153 -0.7495 4.2644
O 0.2988 -0.5808 2.0531
H 0.1728 2.7351 1.8109
H -1.3479 2.3037 2.1927
H -0.6640 1.5314 4.1710
H 1.0037 1.8679 3.6906
C -5.0547 2.3552 -3.7804
C -4.8161 1.6673 -2.4318
C -3.4636 1.9239 -1.8713
N -2.7140 1.0725 -1.2772
N -1.5131 1.6046 -0.8467
C -1.3907 2.9135 -1.1335
N -0.3355 3.6500 -0.7993
S -2.7517 3.5365 -1.9735
H -6.0323 2.0741 -4.1642
H -4.3030 2.0622 -4.5131
H -5.0474 3.4426 -3.6832
H -4.9499 0.5894 -2.5225
H -5.5522 2.0357 -1.7099
H 0.5152 3.1860 -0.5120
H -0.2963 4.6208 -1.0708
C -5.3234 -1.2763 0.7894
N -4.0571 -1.6962 1.4107
C -4.0595 -2.9164 2.2315
C -2.9974 -1.0050 1.2322
N -2.0531 -0.3384 1.0669
H -6.0568 -1.0476 1.5620
H -5.7108 -2.0895 0.1766
H -5.1551 -0.3998 0.1698
H -4.7317 -2.7876 3.0788
H -3.0592 -3.1329 2.5972
H -4.4159 -3.7519 1.6299

---

Record 3
84
Properties=species:S:1:pos:R:3 method="wB97M-V/def2-TZVPD" gap_ev=1.125 largest_force_ev_per_a=13.76 multiplicity=1 homo_ev=-6.05 de_lowest_kcal_mol=133.6 total_charge=0 lumo_energy_ha=-0.181
C -3.4818 -3.6730 -0.8832
C -2.3902 -2.5146 -1.1767
C -0.9859 -3.1417 -1.6982
Si 0.4545 -2.3094 -0.6994
C 2.0538 -2.7234 -1.6681
O 3.2634 -2.6343 -0.8313
C 4.4085 -3.0406 -1.5405
F 5.5651 -2.8077 -0.7672
F 4.3838 -4.4157 -1.8713
F 4.5910 -2.3216 -2.7620
C 0.4572 -3.2185 1.0021
C 1.6033 -2.7233 2.0089
O 0.8957 -2.1946 3.1879
C 2.4346 -4.0239 2.5813
N 3.9102 -3.6852 2.5913
O 0.0424 -0.6283 -0.6097
Si 1.3820 0.4269 -0.6171
C 1.9588 1.0561 1.1146
O 1.3947 0.7010 2.1722
N 3.1127 2.0535 1.0906
C 4.1650 1.6853 2.0287
O 4.0121 1.4981 3.2514
F 5.5043 1.5807 1.5394
C 0.8132 2.0405 -1.5157
I -0.1198 3.5623 -0.2461
C 0.9817 2.2218 -2.9456
C 0.4800 3.5264 -3.7366
I 1.9655 0.7104 -4.2234
H -3.0284 -4.7165 -0.9971
H -3.8281 -3.5142 0.2036
H -4.3283 -3.5554 -1.6349
H -2.7692 -1.8538 -2.0452
H -2.2518 -1.7894 -0.2905
H -0.9468 -4.2854 -1.6058
H -0.8118 -2.8092 -2.7856
H 1.9652 -3.8221 -1.9986
H 2.1166 -2.0189 -2.5841
H -0.6069 -3.1632 1.4394
H 0.6119 -4.3346 0.7381
H 2.3287 -1.9610 1.5601
H 1.5447 -1.6382 3.6688
H 2.2686 -4.9610 1.9573
H 2.1022 -4.2863 3.6579
H 4.2314 -3.6580 1.6128
H 4.0254 -2.7458 2.9989
H 2.5562 -0.0356 -1.3451
H 3.5633 2.0044 0.1482
H 1.3626 4.2189 -4.0597
H -0.3453 4.1055 -3.1939
H 0.0018 3.1305 -4.7410
Cs 0.6743 5.8619 0.1420
C -4.6993 -4.5230 4.2507
C -5.1203 -3.3963 3.3269
O -5.6976 -3.9219 2.1428
H -3.9789 -5.1773 3.7534
H -4.2470 -4.1304 5.1658
H -5.5589 -5.1426 4.5212
H -4.2549 -2.7924 3.0415
H -5.8518 -2.7427 3.8154
H -6.4677 -4.4474 2.4023
B -7.5713 -5.5434 -0.3319
F -6.7808 -6.5203 0.3594
F -8.3778 -4.8254 0.6151
F -6.7079 -4.6269 -1.0149
F -8.4200 -6.2002 -1.2821
O 1.7297 2.6898 -6.8406
S 2.9621 3.4899 -6.7026
O 3.0103 4.0727 -5.3396
O 2.9572 4.5723 -7.6960
O 4.1532 2.6277 -6.9156
Ca 0.4951 5.1979 -5.4085
Al 2.5666 3.4007 3.2272
F -1.4275 1.2669 -2.8684
C 0.1346 11.4895 3.4879
C -0.6436 11.8048 2.2259
O -1.0986 10.6016 1.6136
H 0.9917 10.8501 3.2604
H 0.4938 12.4045 3.9640
H -0.4900 10.9439 4.2014
H -0.0107 12.3300 1.5080
H -1.5097 12.4351 2.4484
H -1.6651 10.1472 2.2508
Br 2.5978 -6.3829 3.5773
Cl 5.1953 0.8688 -6.3811

---

Record 4
72
Properties=species:S:1:pos:R:3 method="wB97M-V/def2-TZVPD" gap_ev=1.646 largest_force_ev_per_a=4.59 multiplicity=1 homo_ev=-15.24 total_charge=+3 lumo_energy_ha=-0.500
Hg 6.3632 20.1578 -25.3658
Hg 7.7102 22.6616 -23.9098
N 5.5329 21.8785 -23.6315
S 4.0151 22.5092 -23.8025
O 3.7969 23.7389 -23.1400
O 3.0059 21.5087 -23.8365
F 4.1136 22.9186 -25.3181
S 5.1027 21.1077 -22.1298
O 4.8019 19.7389 -22.2866
O 4.4756 21.8908 -21.1247
F 6.6111 21.0920 -21.5721
N 7.5064 18.3254 -16.5371
C 7.0434 18.7392 -17.7450
C 6.4053 17.6475 -18.3767
C 6.4732 16.5788 -17.5099
C 7.1680 17.0263 -16.3557
H 7.7947 18.9549 -15.8008
H 7.1287 19.7724 -18.0425
H 5.9550 17.6237 -19.3553
H 6.1438 15.5665 -17.6719
H 7.4336 16.5441 -15.4261
N 0.1818 22.5677 -19.7712
C -0.1540 22.7367 -21.0687
C 0.5096 21.7330 -21.8563
C 1.1754 20.9221 -20.9765
C 0.9469 21.4427 -19.6686
H -0.0866 23.1718 -19.0064
H -0.7177 23.6076 -21.3739
H 0.3773 21.6771 -22.9234
H 1.7348 20.0477 -21.2645
H 1.3895 21.1746 -18.7213
C 3.6202 15.5932 -20.8344
Cl 5.0398 14.6717 -20.4493
Cl 2.3500 14.5564 -21.4182
Cl 3.0325 16.4537 -19.4052
Cl 3.9938 16.7926 -22.1096
C 2.1194 18.6590 -25.7286
C 3.5387 18.3336 -26.0810
O 4.5261 18.8051 -25.1030
H 1.4931 17.9443 -26.2620
H 1.8312 19.6544 -26.0689
H 1.9254 18.6165 -24.6570
H 3.8560 18.6644 -27.0695
H 3.6977 17.2532 -26.1666
H 4.3344 18.3703 -24.2650
C 11.4547 21.3390 -21.1211
C 10.7941 22.4240 -21.9458
O 9.3585 22.1881 -22.0637
H 11.3534 21.5091 -20.0534
H 12.5273 21.3588 -21.3410
H 11.1646 20.3308 -21.4267
H 11.2001 22.4500 -22.9552
H 10.9426 23.3744 -21.4428
H 9.2311 21.2406 -22.2029
C 1.9672 25.0954 -27.3971
C 1.1455 24.2888 -26.3866
O -0.2430 24.5426 -26.5217
H 1.8393 24.6910 -28.3983
H 3.0157 25.1198 -27.0880
H 1.6719 26.1463 -27.4208
H 1.4599 24.5686 -25.3662
H 1.3842 23.2317 -26.4944
H -0.4089 25.4358 -26.2082
C 7.1810 24.5882 -19.8781
C 6.5468 24.7915 -21.2223
O 7.4885 24.3709 -22.2745
H 7.5104 23.5520 -19.8188
H 6.4918 24.8645 -19.0813
H 8.0492 25.2395 -19.7590
H 6.2143 25.8000 -21.4629
H 5.6687 24.1630 -21.3574
H 8.0278 25.1372 -22.4984

---

Record 5
60
Properties=species:S:1:pos:R:3 method="wB97M-V/def2-TZVPD" gap_ev=7.789 largest_force_ev_per_a=3.29 multiplicity=1 homo_ev=-10.66 de_lowest_kcal_mol=20.4 total_charge=+1 lumo_energy_ha=-0.105
Cs -0.4210 -0.1686 0.2655
C 0.2768 3.4456 4.9593
C 0.8347 2.6878 3.7605
C 0.5191 3.4110 2.4550
C 0.3502 1.2533 3.7047
C 1.2447 0.1935 3.5895
C 0.7989 -1.1207 3.5116
C -0.5590 -1.4253 3.5487
C -1.0420 -2.8445 3.4345
C -1.4542 -0.3652 3.6753
C -1.0093 0.9482 3.7526
H 0.7215 4.4394 5.0196
H 0.4730 2.9286 5.8982
H -0.8043 3.5807 4.8826
H 1.9232 2.6386 3.8694
H -0.5604 3.4561 2.2842
H 0.9678 2.9042 1.5953
H 0.8885 4.4372 2.4551
H 2.3091 0.3993 3.5704
H 1.5187 -1.9269 3.4215
H -1.0805 -3.1819 2.3938
H -2.0459 -2.9595 3.8413
H -0.3849 -3.5363 3.9607
H -2.5179 -0.5710 3.7202
H -1.7381 1.7423 3.8642
N 2.4869 0.9398 -2.3081
N 1.8433 1.6943 -3.2929
C 0.5083 1.9103 -3.2472
N 0.0066 2.6928 -4.1996
N -0.1335 1.2694 -2.2614
N -1.4859 1.5238 -2.1642
O -2.0135 0.8119 -1.3015
O -2.0971 2.3514 -2.7932
H 3.2045 1.5074 -1.8751
H 2.8916 0.1103 -2.7238
H 2.3766 2.0677 -4.0628
H 0.6202 3.0844 -4.8926
H -0.9708 2.9319 -4.1837
C -2.2675 -4.9898 -3.6119
C -1.0960 -4.1694 -3.0873
Sb -1.4962 -2.2040 -2.3750
C -1.6937 -1.1746 -4.2530
C -2.1087 -1.9793 -5.4785
C -3.5662 -2.3805 -1.8564
C -4.6153 -2.3062 -2.9563
H -1.9667 -6.0013 -3.8893
H -2.7291 -4.5397 -4.4898
H -3.0544 -5.0897 -2.8621
H -0.3095 -4.0612 -3.8389
H -0.6192 -4.6880 -2.2521
H -0.7197 -0.7095 -4.4383
H -2.3872 -0.3470 -4.0764
H -1.4390 -2.8231 -5.6519
H -2.0904 -1.3649 -6.3807
H -3.1150 -2.3875 -5.3894
H -3.7506 -1.5925 -1.1208
H -3.6398 -3.3166 -1.2951
H -4.5321 -1.3867 -3.5383
H -5.6244 -2.3278 -2.5413
H -4.5382 -3.1363 -3.6584

---

Record 6
55
Properties=species:S:1:pos:R:3 method="wB97M-V/def2-TZVPD" gap_ev="3.094 / 3.078" largest_force_ev_per_a=4.66 multiplicity=2 homo_ev="-3.95 / -3.96" de_lowest_kcal_mol=92.2 total_charge=0 lumo_energy_ha="-0.031 / -0.032" s_squared=0.755
P -0.7545 1.3969 0.2143
P 1.5403 0.2412 -2.2108
C 0.5553 2.3727 -0.6447
C 0.7352 1.8905 -2.0990
H 1.4855 2.2779 -0.0654
H 0.2428 3.4292 -0.6119
H -0.2566 1.7631 -2.5712
H 1.3004 2.6483 -2.6584
C 2.8561 0.2754 -0.9271
H 3.3644 -0.6982 -0.8690
H 2.4140 0.4662 0.0608
H 3.6086 1.0445 -1.1446
C 2.5567 0.1606 -3.7715
H 2.9352 1.1480 -3.9592
H 1.9728 -0.2604 -4.6240
H 3.3866 -0.5575 -3.5891
C -1.3805 2.9312 1.1439
H -2.1965 2.6281 1.8106
H -1.7776 3.6433 0.4083
H -0.6021 3.4402 1.7267
C -2.1700 1.6469 -0.9317
H -2.2384 0.8643 -1.6860
H -2.0378 2.6218 -1.4078
H -3.0932 1.6774 -0.3507
Cu 0.3674 -1.3104 -2.3287
C 0.6281 -0.2876 2.5859
C 0.2813 1.0419 2.4896
C -0.5080 1.5780 3.7119
C -1.6617 0.5952 4.0233
C -2.6274 0.4143 2.9071
C -2.3591 -0.0452 1.6788
C -1.3864 -1.1721 1.2674
C -0.1111 -1.4705 2.0810
C -0.6176 -3.0688 -2.7729
H 1.4495 -0.5765 3.2673
H 0.9874 1.7710 2.0541
H -0.9259 2.5765 3.5466
H 0.1543 1.6253 4.5914
H -1.2106 -0.3730 4.2934
H -2.2638 0.9453 4.8752
H -3.6861 0.5662 3.1562
H -3.0773 0.1534 0.8705
H -1.0931 -1.1723 0.2060
H -1.9837 -2.0809 1.3762
H -0.4172 -2.1703 2.8759
H 0.6783 -2.0215 1.5229
H -0.4613 -3.5621 -3.7440
H -1.5720 -2.5016 -2.9154
H -0.8307 -3.7603 -1.9477
C 1.5713 -4.0058 -1.4121
C 1.2098 -3.1340 -2.5760
O 1.9663 -2.9573 -3.5338
H 1.6739 -3.3949 -0.5109
H 2.5419 -4.4528 -1.6408
H 0.8371 -4.8005 -1.2414

---

Record 7
79
Properties=species:S:1:pos:R:3 method="wB97M-V/def2-TZVPD" gap_ev="5.911 / 6.573" largest_force_ev_per_a=1.40 multiplicity=3 homo_ev="-10.54 / -11.21" de_lowest_kcal_mol=63.4 total_charge=+1 lumo_energy_ha="-0.170 / -0.171" s_squared=2.010
W -0.0422 0.8477 -0.5221
C 1.3244 -4.5091 -1.6625
C 1.5766 -3.1403 -2.2787
O 2.0494 -3.3767 -3.6023
P 2.7874 -2.1436 -1.3017
O 3.5843 -3.1413 -0.3625
O 3.8848 -1.6539 -2.3199
O 2.1257 -1.0913 -0.4928
P 0.0364 -2.1501 -2.4409
O -0.9940 -3.1411 -3.1613
O 0.3754 -1.0073 -3.3539
O -0.5268 -1.7977 -1.0835
H 2.2587 -5.0469 -1.5149
H 0.6967 -5.0805 -2.3443
H 0.8111 -4.4376 -0.7046
H 2.1897 -2.5230 -4.0357
H 4.4119 -3.4781 -0.7285
H 3.8926 -0.6978 -2.5628
H -0.6886 -3.3743 -4.0480
N 3.5046 1.3348 -0.3814
C 2.7635 1.7895 0.6703
N 3.2690 2.3398 1.7545
N 2.1989 2.6995 2.4770
N 1.1112 2.4039 1.8730
N 1.4256 1.7854 0.7015
C 2.9344 1.2402 -1.6097
N 3.6221 1.0673 -2.7240
N 2.7019 1.2328 -3.7088
N 1.5569 1.4455 -3.2213
N 1.6243 1.4155 -1.8518
H 4.5078 1.3881 -0.3109
N -2.2917 0.0318 -0.6044
C -3.2694 -0.0709 0.4925
C -3.9163 1.2663 0.8417
C -2.9103 2.4132 0.8081
N -1.6089 1.9445 1.2795
H -2.7392 0.4291 -1.4216
H -1.9790 -0.9122 -0.8649
H -2.7424 -0.4785 1.3524
H -4.0403 -0.7970 0.2260
H -4.3663 1.1771 1.8330
H -4.7352 1.4840 0.1533
H -3.2789 3.2636 1.3860
H -2.8057 2.7658 -0.2208
H -1.7103 1.2591 2.0242
H -1.0114 2.6722 1.6570
C -2.3648 -1.0834 3.7506
N -1.2569 -0.3291 3.1757
C -0.7474 0.7289 4.0513
C -0.3722 -0.9837 2.3221
N 0.1233 -0.4140 1.2464
N -0.0768 -2.2648 2.6280
C 0.0627 -2.7025 4.0136
C 0.5531 -3.1428 1.6534
H -3.2385 -0.4307 3.8105
H -2.1540 -1.4472 4.7602
H -2.6106 -1.9371 3.1222
H -0.4682 0.3219 5.0286
H -1.5229 1.4806 4.2103
H 0.1092 1.2116 3.5979
H 0.8905 -0.9916 0.8888
H -0.0664 -1.8734 4.7010
H 1.0701 -3.0971 4.1534
H -0.6552 -3.4884 4.2524
H 0.1779 -2.9112 0.6602
H 0.2966 -4.1724 1.9030
H 1.6441 -3.0484 1.6712
Se -0.9980 1.0660 -4.2160
N -1.0931 2.7670 -4.5668
C -0.9248 3.4596 -3.4345
C -0.6506 4.8338 -3.2070
C -0.2871 5.2067 -1.9401
C -0.1639 4.2614 -0.8822
N -0.5053 3.0059 -1.0413
C -0.8859 2.6509 -2.2879
N -0.9843 1.3362 -2.4549
H -0.6780 5.5469 -4.0202
H -0.0282 6.2318 -1.7182
H 0.2371 4.5615 0.0782